Entry 1:
# C4H10N2O

One molecule with the formula C4H10N2O at a distorted geometry (ωB97M-V/def2-TZVPD, OMol25).

Geometry as XYZ:
```
17
Properties=species:S:1:pos:R:3:forces:R:3
C 0.880059 -2.188348 -0.284991 -0.35 1.67 -1.47
C 0.621609 -0.679656 -0.190026 -1.99 1.00 -0.14
C 0.802450 -0.153222 1.192263 -0.75 -0.10 2.53
O 1.821510 0.242413 1.697852 -0.09 -0.07 -0.62
N -0.782444 -0.325407 -0.683563 0.10 -1.93 0.86
C -0.854677 1.090109 -0.901063 0.13 2.02 0.24
N -2.154580 1.830266 -0.741455 -0.70 -1.61 -0.15
H 1.825488 -2.511869 0.069956 1.32 0.17 -0.15
H 0.722012 -2.328479 -1.372245 0.07 -0.93 0.79
H 0.230209 -2.717248 0.369398 -1.25 -0.46 0.07
H 1.201052 0.007378 -0.783154 1.06 -0.55 -0.62
H -0.135801 -0.199118 1.888721 0.79 0.01 -1.03
H -1.479139 -0.718197 -0.019199 0.50 0.73 -0.67
H -0.348220 1.604494 -0.103141 1.71 0.07 0.23
H -0.330438 1.333401 -1.899841 -1.16 -0.19 1.40
H -1.927825 2.787963 -0.903375 0.12 0.71 -0.50
H -2.466891 1.855064 0.248091 0.50 -0.53 -0.78
```
Forces are in eV/Å.

Maximum force ... 2.6 eV Å⁻¹
Total charge ... 0
Molar mass ... 102.14 g/mol
Orbital gap ... 9.82 eV
SMILES string ... C[C@H](C=O)NCN
Energy ... -9336.0668 eV
ΔE to the lowest compared entry with this formula, charge and spin ... 281.8 kJ/mol

How positive or negative is each atom? The natural (NBO) charges in e answer that: number 1, C, carries -0.61; number 2, C, carries -0.16; number 3, C, carries 0.43; number 4, O, carries -0.51; number 5, N, carries -0.63; number 6, C, carries -0.05; number 7, N, carries -0.83; number 8, H, carries 0.23; number 9, H, carries 0.24; number 10, H, carries 0.21; number 11, H, carries 0.22; number 12, H, carries 0.09; number 13, H, carries 0.36; number 14, H, carries 0.13; number 15, H, carries 0.18; number 16, H, carries 0.36; number 17, H, carries 0.35

---

Entry 2:
# CH6NOPS2

A 2-piece molecular cluster, CH6NOPS2 overall at a distorted geometry (ωB97M-V/def2-TZVPD, OMol25).

Geometry as XYZ:
```
12
Properties=species:S:1:pos:R:3:forces:R:3
C 2.379040 -1.111033 -1.737203 -1.76 0.79 -0.17
N -0.382196 1.374086 0.098504 1.05 -0.16 0.18
O -2.612404 0.183346 1.427024 -0.44 -2.91 1.31
P 1.072218 0.407386 0.305117 -2.34 2.18 0.91
S 0.491508 -1.317724 0.977451 0.20 -0.34 -0.22
S 1.757072 0.358017 -1.896499 -0.01 -0.07 0.13
H 1.843360 -1.835370 -1.157490 0.12 -0.53 0.38
H 3.214626 -1.280126 -2.297829 2.21 -1.05 -1.16
H -2.671401 -0.769019 1.818863 0.60 2.47 -1.18
H -0.371725 2.365110 0.270344 1.02 0.44 -0.25
H -1.234092 1.115053 0.561022 -0.22 -1.25 0.08
H -3.486006 0.510273 1.630696 -0.45 0.43 0.00
```
Forces are in eV/Å.

Maximum force ... 3.3 eV Å⁻¹
Total charge ... 0
Molar mass ... 143.17 g/mol
Orbital gap (alpha / beta) ... 6.50 / 6.50 eV
Energy ... -35629.9445 eV
ΔE to the lowest compared entry with this formula, charge and spin ... 289.5 kJ/mol

How positive or negative is each atom? The natural (NBO) charges in e answer that: number 1, C, carries -0.49; number 2, N, carries -1.19; number 3, O, carries -0.95; number 4, P, carries 0.77; number 5, S, carries -0.60; number 6, S, carries 0.26; number 7, H, carries 0.24; number 8, H, carries 0.20; number 9, H, carries 0.49; number 10, H, carries 0.38; number 11, H, carries 0.42; number 12, H, carries 0.47

---

Entry 3:
# C3H10N6

One molecule with the formula C3H10N6 at a distorted geometry (ωB97M-V/def2-TZVPD, OMol25).

Geometry as XYZ:
```
19
Properties=species:S:1:pos:R:3:forces:R:3
H -0.444073 2.092597 1.761524 0.07 -0.21 0.26
N -1.043267 1.294978 2.006321 -0.37 -0.82 -1.88
C -0.685601 0.252950 1.286649 1.67 0.32 3.04
C 0.788143 0.060952 0.860794 -2.23 1.92 -0.83
N 1.764825 0.628561 1.630348 -0.47 -0.65 0.03
C 0.822184 -0.239155 -0.445098 -4.68 -1.35 0.89
N 1.747344 -0.921776 -1.155453 1.17 -0.25 -1.25
N -0.844116 -0.295994 -0.736401 3.08 1.25 0.99
N -1.375695 -1.426783 -1.377811 0.22 -1.09 -0.55
N -1.326441 0.846883 -1.393998 0.10 0.67 -0.67
H -1.201358 -0.695564 1.502089 0.07 0.42 -0.10
H 1.413555 0.843292 2.564353 1.01 -0.30 -0.22
H 2.703414 0.333642 1.379014 -0.13 0.30 0.84
H 2.367214 -0.310725 -1.676948 -0.22 -0.55 -0.56
H 1.349539 -1.712254 -1.661655 0.50 0.39 -0.13
H -2.393333 -1.340812 -1.361780 0.27 0.18 -0.09
H -1.160185 -2.238530 -0.801443 0.00 0.13 0.15
H -1.939454 1.369361 -0.766558 0.22 -0.18 0.18
H -0.542695 1.458374 -1.613948 -0.28 -0.19 -0.09
```
Forces are in eV/Å.

Maximum force ... 5.0 eV Å⁻¹
Total charge ... 0
Molar mass ... 130.16 g/mol
Orbital gap ... 8.31 eV
SMILES string ... [H]/N=C\C(N)=C(\N)N(N)N
Energy ... -12208.8670 eV
ΔE to the lowest compared entry with this formula, charge and spin ... 318.2 kJ/mol

How positive or negative is each atom? The natural (NBO) charges in e answer that: number 1, H, carries 0.32; number 2, N, carries -0.74; number 3, C, carries 0.12; number 4, C, carries 0.10; number 5, N, carries -0.82; number 6, C, carries 0.18; number 7, N, carries -0.86; number 8, N, carries -0.13; number 9, N, carries -0.67; number 10, N, carries -0.68; number 11, H, carries 0.17; number 12, H, carries 0.41; number 13, H, carries 0.40; number 14, H, carries 0.38; number 15, H, carries 0.39; number 16, H, carries 0.36; number 17, H, carries 0.35; number 18, H, carries 0.36; number 19, H, carries 0.36

---

Entry 4:
# C25H35N3O6S

One molecule with the formula C25H35N3O6S (ωB97M-V/def2-TZVPD, OMol25).

Geometry as XYZ:
```
70
Properties=species:S:1:pos:R:3:forces:R:3
C 0.008491 5.364443 -0.356886 0.05 0.01 -0.23
C 1.150521 4.381280 -0.380401 -0.33 0.26 0.18
O 1.950759 4.301144 -1.283076 0.16 -0.04 -0.24
N 1.173520 3.585403 0.739330 -0.06 0.04 0.47
C 1.907929 2.419350 0.914359 0.18 -0.33 0.01
C 1.456497 1.482003 1.847279 0.24 0.12 -0.05
C 2.050460 0.239431 1.925905 0.13 0.10 0.21
C 3.112851 -0.060168 1.092420 0.18 -0.73 0.11
S 3.635709 -1.753960 0.902224 0.05 -0.16 -0.30
O 2.951221 -2.578239 1.851819 -0.33 0.24 0.02
O 5.062781 -1.830621 0.810980 -0.04 0.31 -0.18
N 3.051321 -2.196199 -0.615106 0.38 0.01 0.90
C 3.797659 -1.781076 -1.773988 0.41 0.24 -0.25
C 1.625021 -2.349271 -0.743601 -0.34 0.00 0.24
C 0.914416 -1.003132 -0.820462 -0.23 -0.21 0.44
O 0.304078 -0.509471 0.092007 0.01 -0.26 -0.28
O 1.073889 -0.404970 -2.004646 0.00 -0.17 -0.50
C 0.658864 0.961125 -2.110575 -0.02 0.54 0.26
C -0.744855 1.264613 -1.566018 0.44 -0.37 -0.41
O -0.970530 2.284763 -0.948857 -0.06 0.40 0.15
N -1.671258 0.364298 -1.920350 -0.25 -0.25 -0.10
C -3.082178 0.462622 -1.588797 -0.24 0.02 0.06
C -3.877122 0.219937 -2.870895 0.06 0.16 0.23
C -3.454658 -0.464240 -0.399272 0.10 0.35 -0.29
C -4.973490 -0.486929 -0.189986 0.10 -0.13 0.08
C -5.326341 -1.349089 1.023102 -0.30 0.01 0.05
C -4.840800 -2.777516 0.784781 0.04 0.05 -0.02
C -3.326204 -2.766553 0.588299 0.08 -0.31 -0.05
C -2.648576 -2.203066 1.835471 -0.04 0.03 -0.02
C -3.147362 -0.780381 2.076370 0.08 0.12 0.22
C -4.661038 -0.787718 2.276788 0.05 -0.02 -0.04
C -2.795066 0.088120 0.871306 0.01 -0.10 0.07
C -2.965748 -1.900414 -0.619343 -0.08 -0.01 0.08
C 3.645227 0.896300 0.248661 -0.01 0.09 0.00
C 3.054456 2.143603 0.163798 0.13 0.06 -0.07
H -0.049440 5.878070 0.599382 -0.03 0.05 0.10
H -0.911247 4.806000 -0.522083 -0.10 -0.02 0.02
H 0.135006 6.087434 -1.157008 0.04 0.00 0.01
H 0.364491 3.659103 1.341254 0.09 0.03 -0.17
H 0.597984 1.708953 2.460890 -0.14 0.01 0.06
H 1.679025 -0.523529 2.590080 -0.14 -0.05 0.06
H 4.839957 -1.730785 -1.469252 0.06 0.00 -0.25
H 3.475559 -0.809990 -2.165009 0.07 -0.07 -0.01
H 3.690406 -2.531517 -2.559572 -0.01 0.01 0.02
H 1.409914 -2.943579 -1.636669 0.04 0.04 0.09
H 1.282749 -2.868043 0.154280 -0.22 0.06 -0.23
H 1.374502 1.604683 -1.590091 -0.18 -0.14 -0.10
H 0.684918 1.186870 -3.179397 0.01 -0.02 0.13
H -1.386998 -0.456829 -2.431732 0.14 0.10 0.01
H -3.234018 1.498943 -1.266668 -0.02 -0.13 -0.01
H -4.920193 0.485369 -2.734549 -0.14 -0.05 -0.03
H -3.815947 -0.820852 -3.180101 -0.04 -0.15 -0.09
H -3.473313 0.840808 -3.668099 0.01 0.03 -0.06
H -5.339390 0.531632 -0.041177 -0.05 0.11 -0.05
H -5.470563 -0.903191 -1.067549 -0.05 0.03 -0.09
H -6.414699 -1.350499 1.154732 0.07 0.00 -0.01
H -5.329768 -3.195614 -0.098698 -0.04 -0.05 -0.03
H -5.099747 -3.406635 1.638952 -0.04 -0.06 0.03
H -2.974108 -3.789626 0.411269 -0.02 0.06 0.01
H -2.875016 -2.832640 2.698741 0.03 -0.05 0.05
H -1.565423 -2.191191 1.697794 0.09 -0.04 0.03
H -2.661331 -0.371239 2.968597 -0.01 -0.01 -0.03
H -5.017724 0.227627 2.464757 -0.03 0.05 0.05
H -4.922637 -1.400622 3.142218 -0.04 0.00 0.07
H -3.134490 1.112760 1.040714 -0.02 0.10 -0.03
H -1.713274 0.109931 0.745863 -0.01 0.09 -0.03
H -1.880600 -1.909293 -0.740697 0.06 0.00 -0.05
H -3.419822 -2.323694 -1.519039 0.00 -0.04 -0.10
H 4.514719 0.655296 -0.341745 0.12 0.06 -0.13
H 3.443147 2.887759 -0.511211 0.01 -0.01 0.02
```
Forces are in eV/Å.

Maximum force ... 1.0 eV Å⁻¹
Total charge ... 0
Molar mass ... 505.64 g/mol
Orbital gap ... 9.15 eV
SMILES string ... CC(=O)Nc1ccc(S(=O)(=O)N(C)CC(=O)OCC(=O)N[C@@H](C)[C@]23C[C@H]4C[C@H](C[C@H](C4)C2)C3)cc1
Energy ... -54085.9085 eV
ΔE to the lowest compared entry with this formula, charge and spin ... 35.3 kJ/mol

How positive or negative is each atom? The natural (NBO) charges in e answer that: number 1, C, carries -0.72; number 2, C, carries 0.71; number 3, O, carries -0.61; number 4, N, carries -0.60; number 5, C, carries 0.19; number 6, C, carries -0.23; number 7, C, carries -0.13; number 8, C, carries -0.41; number 9, S, carries 2.33; number 10, O, carries -0.94; number 11, O, carries -0.93; number 12, N, carries -0.66; number 13, C, carries -0.43; number 14, C, carries -0.33; number 15, C, carries 0.80; number 16, O, carries -0.60; number 17, O, carries -0.52; number 18, C, carries -0.17; number 19, C, carries 0.69; number 20, O, carries -0.65; number 21, N, carries -0.62; number 22, C, carries -0.04; number 23, C, carries -0.62; number 24, C, carries 0.01; number 25, C, carries -0.41; number 26, C, carries -0.22; number 27, C, carries -0.40; number 28, C, carries -0.20; number 29, C, carries -0.40; number 30, C, carries -0.22; number 31, C, carries -0.39; number 32, C, carries -0.43; number 33, C, carries -0.43; number 34, C, carries -0.13; number 35, C, carries -0.29; number 36, H, carries 0.22; number 37, H, carries 0.26; number 38, H, carries 0.24; number 39, H, carries 0.40; number 40, H, carries 0.22; number 41, H, carries 0.25; number 42, H, carries 0.24; number 43, H, carries 0.19; number 44, H, carries 0.21; number 45, H, carries 0.22; number 46, H, carries 0.26; number 47, H, carries 0.23; number 48, H, carries 0.22; number 49, H, carries 0.40; number 50, H, carries 0.23; number 51, H, carries 0.22; number 52, H, carries 0.20; number 53, H, carries 0.22; number 54, H, carries 0.21; number 55, H, carries 0.20; number 56, H, carries 0.21; number 57, H, carries 0.20; number 58, H, carries 0.21; number 59, H, carries 0.21; number 60, H, carries 0.20; number 61, H, carries 0.21; number 62, H, carries 0.21; number 63, H, carries 0.20; number 64, H, carries 0.20; number 65, H, carries 0.21; number 66, H, carries 0.24; number 67, H, carries 0.21; number 68, H, carries 0.20; number 69, H, carries 0.23; number 70, H, carries 0.26

---

Entry 5:
# C11H12N5O3Os

C11H12N5O3Os as an isolated structure (ωB97M-V/def2-TZVPD, OMol25).

Geometry as XYZ:
```
32
Properties=species:S:1:pos:R:3:forces:R:3
Os 0.178101 0.076575 -0.207529 -0.10 0.10 0.29
C -1.219812 3.556345 -0.382078 -0.03 -0.02 -0.01
C -0.054185 3.042603 -0.971042 -0.01 0.04 -0.01
C -0.063219 1.772820 -1.645115 -0.15 -0.15 -0.05
C -1.270290 1.013131 -1.656938 0.15 0.05 -0.09
C -2.436737 1.564873 -1.024981 -0.01 0.03 0.03
C -2.399614 2.827801 -0.412420 0.04 0.00 -0.02
H -1.192984 4.534687 0.083346 0.00 0.00 0.00
H 0.859223 3.628109 -0.963718 0.00 0.01 0.00
H 0.711164 1.563479 -2.379881 0.02 0.05 0.01
H -1.415684 0.234550 -2.403290 0.02 -0.01 0.02
H -3.369913 1.013074 -1.067824 0.00 0.00 0.00
H -3.305303 3.233444 0.022814 0.00 0.00 0.00
C 2.817220 -4.030877 -2.164940 -0.02 0.05 -0.01
O 2.056235 -2.762276 -2.334683 -0.01 -0.01 0.00
C 1.629966 -2.078940 -1.371529 -0.01 -0.02 0.02
O 0.987742 -0.984273 -1.648442 -0.04 0.00 -0.02
N 1.779498 -2.399132 -0.076838 0.04 0.04 -0.02
N 1.291660 -1.469439 0.875226 0.01 -0.05 -0.09
H 2.998328 -4.360025 -3.180941 0.01 -0.01 0.00
H 2.187143 -4.741615 -1.634004 0.01 -0.01 0.00
H 3.751910 -3.800324 -1.658039 0.00 -0.02 0.00
H 2.307605 -3.200969 0.251769 -0.01 -0.01 -0.01
H 2.083354 -1.062069 1.386901 0.00 -0.01 0.02
H 0.712282 -1.943273 1.587204 -0.02 -0.01 0.01
O -0.420983 0.881440 1.361240 0.21 -0.02 -0.15
N -1.292577 1.511205 2.186405 -0.09 -0.01 0.01
C -1.474037 0.869220 3.292236 -0.04 0.00 0.01
C -0.828637 -0.411440 3.457671 0.04 0.01 0.02
N -0.247741 -1.390945 3.325495 -0.03 -0.01 0.00
C -2.334420 1.431444 4.276638 0.01 0.00 0.02
N -3.025297 1.880811 5.077301 0.00 -0.02 -0.01
```
Forces are in eV/Å.

Maximum force ... 0.3 eV Å⁻¹
Total charge ... +3
Expectation value of S² ... 6.057
Multiplicity ... 5
Molar mass ... 452.48 g/mol
Orbital gap (alpha / beta) ... 8.58 / 6.16 eV
Energy ... -27624.4417 eV
ΔE to the lowest compared entry with this formula, charge and spin ... 0.0 kJ/mol

How positive or negative is each atom? The natural (NBO) charges in e answer that: number 1, Os, carries 1.60; number 2, C, carries -0.12; number 3, C, carries 0.03; number 4, C, carries -0.33; number 5, C, carries -0.36; number 6, C, carries 0.04; number 7, C, carries -0.11; number 8, H, carries 0.29; number 9, H, carries 0.28; number 10, H, carries 0.31; number 11, H, carries 0.31; number 12, H, carries 0.28; number 13, H, carries 0.29; number 14, C, carries -0.27; number 15, O, carries -0.37; number 16, C, carries 0.94; number 17, O, carries -0.66; number 18, N, carries -0.45; number 19, N, carries -0.65; number 20, H, carries 0.28; number 21, H, carries 0.22; number 22, H, carries 0.23; number 23, H, carries 0.47; number 24, H, carries 0.44; number 25, H, carries 0.47; number 26, O, carries -0.47; number 27, N, carries 0.01; number 28, C, carries 0.12; number 29, C, carries 0.29; number 30, N, carries -0.25; number 31, C, carries 0.14; number 32, N, carries 0.00

---

Entry 6:
# C4H5NO2

C4H5NO2 as an isolated structure at a distorted geometry (ωB97M-V/def2-TZVPD, OMol25).

Geometry as XYZ:
```
12
Properties=species:S:1:pos:R:3:forces:R:3
C -0.084413 0.437086 -0.279782 1.59 -4.22 0.17
C 0.629894 -1.327042 -0.197740 -1.53 4.72 -1.15
C -0.536127 -0.588366 1.682749 -0.47 -1.94 -1.87
C 0.103495 1.329137 -1.474794 0.64 1.11 1.89
N -0.658798 0.522087 0.828158 -1.01 1.57 -0.45
O 1.187084 -1.920939 -1.050960 0.40 -0.71 -0.03
O 0.285255 -1.616480 1.009658 -0.11 -1.03 1.26
H -0.027765 -0.332031 2.540188 1.29 0.66 1.93
H -1.441119 -1.158010 2.001025 0.21 0.92 -0.69
H -0.831778 1.959444 -1.521664 1.19 -0.48 -0.50
H 0.333751 0.697656 -2.351902 -0.27 0.61 0.37
H 1.040521 1.997459 -1.184937 -1.94 -1.20 -0.93
```
Forces are in eV/Å.

Maximum force ... 5.1 eV Å⁻¹
Total charge ... 0
Molar mass ... 99.09 g/mol
Orbital gap ... 9.93 eV
Energy ... -9812.5249 eV
ΔE to the lowest compared entry with this formula, charge and spin ... 172.7 kJ/mol

How positive or negative is each atom? The natural (NBO) charges in e answer that: number 1, C, carries 0.23; number 2, C, carries 0.76; number 3, C, carries 0.09; number 4, C, carries -0.69; number 5, N, carries -0.47; number 6, O, carries -0.57; number 7, O, carries -0.50; number 8, H, carries 0.19; number 9, H, carries 0.20; number 10, H, carries 0.24; number 11, H, carries 0.25; number 12, H, carries 0.25